Record 1
# C27H57N8O12P2

A 8-piece molecular cluster, C27H57N8O12P2 overall in a non-equilibrium geometry (ωB97M-V/def2-TZVPD, the OMol25 dataset).

As for the charge: +1. The calculation puts the energy above the lowest of the compared OMol25 structures with the same formula, charge and spin at 128.6 kcal/mol. Its HOMO energy is -10.523 eV.

Cartesian coordinates (Å):
O  1.813  1.609  1.511
C  1.724  1.247  0.314
O  2.130  2.083  -0.787
C  1.077  -0.197  0.052
C  1.681  -1.550  0.515
C  0.882  -2.858  0.186
N  -0.391  -2.852  -0.516
C  -0.977  -1.615  -0.948
P  -2.672  -1.536  -1.829
P  -3.948  -0.566  -0.304
O  -3.209  0.667  0.298
O  -5.431  -0.049  -0.947
O  -4.119  -1.670  1.006
C  -0.282  -0.232  -0.697
H  1.333  2.389  -1.285
H  2.665  -1.580  1.098
H  1.331  -3.843  0.558
H  -0.861  -3.762  -0.684
H  -2.582  -0.705  -3.002
H  -6.119  -0.402  -0.317
H  -3.882  -1.178  1.829
H  -0.791  0.721  -1.054
C  6.343  4.993  2.257
C  6.167  4.365  0.901
O  7.106  4.202  0.133
N  4.917  3.973  0.533
C  3.684  4.074  1.285
H  7.392  5.251  2.402
H  5.750  5.908  2.328
H  6.049  4.289  3.038
H  4.882  3.561  -0.389
H  3.279  3.068  1.410
H  2.980  4.675  0.705
H  3.832  4.531  2.262
C  -4.091  3.300  1.627
C  -5.437  3.569  2.245
O  -6.146  2.666  2.673
N  -5.861  4.860  2.323
C  -5.180  6.056  1.879
H  -3.897  2.227  1.638
H  -4.080  3.642  0.589
H  -3.307  3.800  2.201
H  -6.772  4.957  2.749
H  -5.046  6.714  2.741
H  -5.812  6.558  1.143
H  -4.210  5.838  1.436
C  8.507  1.997  -1.119
C  9.243  0.760  -1.556
O  9.137  -0.305  -0.959
N  10.047  0.846  -2.651
C  10.305  1.999  -3.485
H  7.910  1.770  -0.236
H  9.216  2.786  -0.861
H  7.835  2.335  -1.911
H  10.506  -0.025  -2.880
H  10.008  1.756  -4.508
H  11.378  2.203  -3.465
H  9.763  2.881  -3.150
C  -8.074  -2.456  1.443
C  -8.237  -3.111  0.098
O  -7.292  -3.261  -0.671
N  -9.475  -3.543  -0.257
C  -10.706  -3.460  0.500
H  -7.031  -2.167  1.581
H  -8.692  -1.557  1.501
H  -8.346  -3.154  2.237
H  -9.502  -3.971  -1.172
H  -11.086  -4.473  0.646
H  -11.429  -2.889  -0.085
H  -10.564  -2.983  1.468
C  -4.727  -4.305  -2.701
C  -3.543  -5.152  -2.323
O  -2.767  -4.824  -1.428
N  -3.342  -6.310  -3.003
C  -4.133  -6.867  -4.079
H  -4.752  -3.417  -2.071
H  -4.643  -3.986  -3.743
H  -5.652  -4.862  -2.547
H  -2.528  -6.822  -2.691
H  -4.489  -7.851  -3.768
H  -3.488  -6.982  -4.953
H  -4.983  -6.238  -4.335
C  2.130  -0.902  -5.260
C  1.700  -1.700  -4.060
O  0.557  -2.130  -3.940
N  2.621  -1.942  -3.088
C  4.007  -1.525  -3.041
H  1.287  -0.794  -5.943
H  2.455  0.095  -4.952
H  2.937  -1.417  -5.785
H  2.257  -2.483  -2.317
H  4.631  -2.418  -2.972
H  4.153  -0.918  -2.144
H  4.295  -0.950  -3.918
C  2.310  1.014  4.262
C  1.947  0.123  5.419
O  1.274  -0.890  5.271
N  2.390  0.468  6.658
C  3.190  1.613  7.038
H  1.885  0.607  3.348
H  1.900  2.015  4.416
H  3.395  1.060  4.148
H  2.106  -0.180  7.380
H  4.108  1.249  7.503
H  2.626  2.196  7.769
H  3.439  2.243  6.187

---

Record 2
# C27H58BeF9O2SbSi3Te

C27H58BeF9O2SbSi3Te as an isolated structure in a non-equilibrium geometry (ωB97M-V/def2-TZVPD, the OMol25 dataset).

As for the charge: 0. Its HOMO energy is -8.147 eV.

Cartesian coordinates (Å):
Be  -0.068  0.542  0.038
C  3.766  -3.389  -1.675
Si  4.758  -1.959  -0.910
C  6.002  -2.593  0.396
C  5.685  -1.084  -2.323
C  3.573  -0.813  0.044
Te  2.144  0.379  -1.089
C  2.992  2.206  -0.329
Si  4.292  3.057  -1.438
C  6.015  2.466  -0.850
C  4.212  4.949  -1.183
C  3.869  2.654  -3.249
H  4.428  -4.090  -2.172
H  3.064  -3.015  -2.413
H  3.200  -3.942  -0.933
H  6.714  -3.283  -0.045
H  5.496  -3.116  1.201
H  6.566  -1.775  0.835
H  6.089  -1.814  -3.018
H  6.520  -0.490  -1.967
H  5.020  -0.431  -2.882
H  4.141  -0.111  0.648
H  2.993  -1.420  0.733
H  3.423  1.962  0.636
H  2.147  2.855  -0.151
H  6.034  2.359  0.231
H  6.780  3.188  -1.118
H  6.298  1.513  -1.278
H  5.048  5.309  -0.591
H  3.300  5.246  -0.675
H  4.236  5.468  -2.136
H  3.818  1.579  -3.412
H  4.580  3.074  -3.951
H  2.890  3.062  -3.483
C  1.749  0.354  5.483
C  1.577  1.007  4.121
C  2.887  0.926  3.346
C  1.210  2.477  4.291
Sb  0.004  0.042  2.754
C  0.230  -2.194  3.259
C  -0.252  -2.593  4.644
C  1.695  -2.586  3.125
C  -0.574  -2.956  2.214
C  -1.934  0.598  3.790
C  -3.033  -0.289  3.220
C  -2.248  2.041  3.425
C  -1.888  0.473  5.304
H  2.447  0.944  6.080
H  2.157  -0.648  5.392
H  0.810  0.298  6.026
H  3.694  1.407  3.902
H  2.778  1.444  2.396
H  3.182  -0.103  3.151
H  2.062  3.033  4.687
H  0.388  2.602  4.992
H  0.933  2.930  3.339
H  0.280  -2.062  5.429
H  -0.078  -3.662  4.784
H  -1.318  -2.422  4.758
H  2.319  -2.084  3.859
H  2.069  -2.362  2.128
H  1.798  -3.661  3.284
H  -1.640  -2.884  2.419
H  -0.304  -4.013  2.234
H  -0.394  -2.575  1.209
H  -3.022  -0.262  2.132
H  -4.008  0.070  3.558
H  -2.933  -1.322  3.548
H  -2.330  2.149  2.350
H  -1.494  2.732  3.791
H  -3.204  2.333  3.864
H  -1.654  -0.538  5.622
H  -2.864  0.736  5.715
H  -1.159  1.158  5.728
F  0.377  4.638  0.723
C  -0.092  4.490  -0.513
F  0.936  4.700  -1.340
F  -0.959  5.479  -0.736
C  -0.740  3.078  -0.717
O  -0.099  2.142  -0.021
C  -0.679  2.803  -2.248
F  -1.530  1.871  -2.638
F  0.547  2.363  -2.583
F  -0.912  3.885  -2.996
C  -2.236  3.209  -0.308
F  -2.974  3.810  -1.245
F  -2.370  3.929  0.810
F  -2.793  2.025  -0.074
C  -0.965  -2.897  -1.846
Si  -2.039  -1.425  -1.248
C  -2.940  -0.678  -2.752
C  -3.389  -2.091  -0.069
O  -1.072  -0.398  -0.469
H  -1.550  -3.586  -2.447
H  -0.557  -3.458  -1.009
H  -0.129  -2.554  -2.452
H  -3.616  -1.411  -3.180
H  -2.256  -0.367  -3.534
H  -3.531  0.188  -2.472
H  -4.008  -2.831  -0.568
H  -4.048  -1.297  0.270
H  -2.969  -2.568  0.808

---

Record 3
# C27H58CdNP3

C27H58CdNP3 as an isolated structure in a non-equilibrium geometry (ωB97M-V/def2-TZVPD, the OMol25 dataset).

As for the charge: 0. The calculation puts the energy above the lowest of the compared OMol25 structures with the same formula, charge and spin at 67.8 kcal/mol. Its HOMO energy is -5.813 eV.

Cartesian coordinates (Å):
P  -1.225  -2.806  -2.077
P  0.009  0.446  -4.251
C  -1.633  -1.765  -3.524
C  -0.480  -1.293  -4.447
H  -2.188  -0.898  -3.099
H  -2.370  -2.312  -4.129
H  0.459  -1.870  -4.374
H  -0.793  -1.383  -5.492
C  -1.415  1.193  -5.157
H  -1.196  2.224  -5.447
H  -2.320  1.188  -4.551
H  -1.591  0.623  -6.070
C  0.910  0.808  -5.916
H  0.286  0.441  -6.744
H  1.908  0.370  -6.050
H  0.998  1.898  -6.039
C  -2.143  -4.418  -2.162
H  -1.972  -4.985  -1.236
H  -1.827  -5.028  -3.026
H  -3.222  -4.222  -2.235
C  0.500  -3.329  -2.421
H  1.095  -2.454  -2.679
H  0.484  -4.051  -3.242
H  0.960  -3.777  -1.542
Cd  -1.439  -1.892  -0.089
C  0.599  2.970  -3.721
C  -0.122  2.009  -3.020
C  0.226  1.396  -1.641
C  1.635  0.866  -1.299
C  2.459  0.274  -2.367
C  2.425  0.704  -3.678
C  2.910  2.113  -3.976
C  1.984  3.231  -3.430
C  -0.589  -3.645  0.882
H  0.095  3.528  -4.518
H  -1.185  2.256  -3.019
H  -0.461  0.544  -1.482
H  -0.071  2.128  -0.883
H  2.179  1.688  -0.818
H  1.491  0.092  -0.513
H  3.155  -0.528  -2.051
H  2.768  -0.059  -4.401
H  2.973  2.288  -5.068
H  3.948  2.219  -3.585
H  2.154  3.340  -2.347
H  2.240  4.186  -3.931
H  -0.013  -3.092  1.640
H  0.069  -4.196  0.210
H  -1.297  -4.338  1.374
C  1.809  0.855  4.685
C  1.475  0.430  3.240
C  1.968  1.547  2.306
C  2.284  -0.832  2.892
P  -0.356  0.068  2.959
N  -0.602  -0.640  1.552
C  -0.979  -0.976  4.384
C  -1.211  -0.127  5.644
C  -2.293  -1.650  3.962
C  -0.001  -2.101  4.749
C  -1.363  1.668  2.942
C  -0.919  2.682  4.006
C  -1.198  2.290  1.546
C  -2.871  1.387  3.112
H  2.880  1.115  4.716
H  1.656  0.054  5.415
H  1.257  1.747  5.003
H  3.068  1.573  2.357
H  1.696  1.341  1.263
H  1.616  2.546  2.589
H  2.257  -1.586  3.684
H  1.921  -1.277  1.958
H  3.337  -0.542  2.757
H  -2.015  0.604  5.516
H  -1.508  -0.808  6.455
H  -0.301  0.389  5.969
H  -2.178  -2.105  2.972
H  -2.534  -2.438  4.690
H  -3.132  -0.953  3.932
H  0.243  -2.725  3.882
H  0.920  -1.739  5.219
H  -0.501  -2.744  5.489
H  0.111  3.025  3.863
H  -1.576  3.563  3.920
H  -1.033  2.300  5.025
H  -1.457  1.551  0.777
H  -1.883  3.146  1.446
H  -0.178  2.640  1.357
H  -3.200  0.576  2.449
H  -3.163  1.171  4.147
H  -3.413  2.299  2.812

---

Record 4
# C27H58CdO3P2SSi

C27H58CdO3P2SSi as an isolated structure in a non-equilibrium geometry (ωB97M-V/def2-TZVPD, the OMol25 dataset).

As for the charge: 0. The calculation puts the energy above the lowest of the compared OMol25 structures with the same formula, charge and spin at 8.0 kcal/mol. Its HOMO energy is -4.954 eV.

Cartesian coordinates (Å):
P  -0.316  -1.615  -5.392
P  0.505  1.840  -4.772
C  0.362  -0.326  -6.593
C  1.302  0.729  -5.996
H  -0.513  0.147  -7.069
H  0.897  -0.869  -7.386
H  2.201  0.261  -5.566
H  1.646  1.402  -6.798
C  -0.393  2.990  -5.830
H  -0.925  3.734  -5.223
H  -1.113  2.460  -6.471
H  0.329  3.512  -6.475
C  1.699  2.763  -3.811
H  2.045  3.615  -4.415
H  2.577  2.158  -3.544
H  1.239  3.156  -2.893
C  -1.821  -2.530  -6.087
H  -1.815  -3.584  -5.766
H  -1.760  -2.495  -7.187
H  -2.786  -2.092  -5.802
C  0.650  -3.025  -6.402
H  1.741  -2.878  -6.374
H  0.335  -2.993  -7.454
H  0.411  -4.019  -5.993
Cd  0.062  0.479  0.266
C  -0.687  0.784  -3.963
C  -1.456  -0.395  -4.549
C  -2.167  -1.177  -3.433
C  -1.269  -2.318  -2.861
C  -0.070  -2.630  -3.695
C  1.032  -1.769  -4.136
C  1.365  -0.619  -3.173
C  0.176  0.269  -2.754
C  0.383  -1.633  0.339
H  -1.444  1.494  -3.588
H  -2.173  -0.045  -5.309
H  -3.094  -1.624  -3.815
H  -2.488  -0.487  -2.642
H  -0.991  -2.151  -1.810
H  -1.900  -3.222  -2.849
H  0.089  -3.699  -3.868
H  1.943  -2.255  -4.497
H  2.179  -0.003  -3.579
H  1.792  -1.068  -2.262
H  -0.463  -0.283  -2.060
H  0.557  1.129  -2.182
H  0.918  -1.795  1.287
H  0.999  -1.981  -0.498
H  -0.564  -2.181  0.357
C  -1.088  -2.313  3.806
C  -1.883  -1.043  4.081
C  -3.309  -1.206  3.563
C  -1.896  -0.751  5.575
O  -1.320  0.072  3.333
Si  0.113  0.828  3.683
S  0.604  2.036  2.095
O  -0.051  1.659  5.107
C  -0.736  2.916  5.345
C  -1.951  3.058  4.440
C  -1.171  2.912  6.807
C  0.239  4.060  5.113
O  1.191  -0.379  4.019
C  2.594  -0.327  4.381
C  3.426  -0.062  3.134
C  2.844  0.749  5.428
C  2.949  -1.692  4.957
H  -1.614  -3.168  4.252
H  -0.090  -2.257  4.254
H  -0.987  -2.488  2.729
H  -3.799  -2.049  4.063
H  -3.898  -0.302  3.759
H  -3.307  -1.395  2.483
H  -0.880  -0.681  5.988
H  -2.452  0.169  5.796
H  -2.403  -1.576  6.097
H  -2.650  2.224  4.584
H  -2.474  3.988  4.707
H  -1.664  3.116  3.382
H  -0.302  2.815  7.469
H  -1.678  3.856  7.043
H  -1.866  2.089  7.011
H  1.110  3.952  5.771
H  0.577  4.089  4.071
H  -0.260  5.009  5.351
H  3.189  0.916  2.697
H  4.491  -0.080  3.403
H  3.251  -0.845  2.386
H  2.217  0.584  6.313
H  3.894  0.699  5.751
H  2.671  1.758  5.034
H  2.363  -1.899  5.862
H  2.769  -2.490  4.225
H  4.011  -1.713  5.230

---

Record 5
# C27H58IInO18PS

C27H58IInO18PS as an isolated structure in a non-equilibrium geometry (ωB97M-V/def2-TZVPD, the OMol25 dataset).

As for the charge: -1. The calculation puts the energy above the lowest of the compared OMol25 structures with the same formula, charge and spin at 19.2 kcal/mol. Its HOMO energy is -4.423 eV.

Cartesian coordinates (Å):
C  5.259  1.752  3.602
C  4.825  2.846  4.633
I  6.672  3.994  5.099
C  3.834  3.875  4.018
In  2.070  2.990  2.912
P  0.006  2.599  4.351
S  -1.579  2.972  3.204
H  6.351  1.759  3.498
H  4.846  1.942  2.606
H  4.896  0.784  3.974
H  4.492  2.441  5.592
H  3.550  4.643  4.759
H  4.423  4.422  3.259
H  1.583  4.149  1.622
H  2.596  1.411  2.205
H  -0.116  3.450  5.487
H  -0.072  1.214  4.722
C  1.334  10.528  0.351
C  2.091  9.633  -0.610
O  1.867  8.250  -0.329
C  0.684  7.774  -0.722
O  -0.175  8.395  -1.291
O  0.616  6.499  -0.361
C  -0.642  5.883  -0.638
H  1.577  10.271  1.383
H  1.582  11.576  0.176
H  0.257  10.407  0.234
H  3.162  9.794  -0.490
H  1.842  9.855  -1.649
H  -0.917  6.002  -1.685
H  -1.411  6.301  0.010
H  -0.543  4.823  -0.418
C  -0.693  1.473  0.332
C  0.109  0.597  -0.609
O  -0.087  -0.804  -0.331
C  -1.232  -1.324  -0.747
O  -2.104  -0.753  -1.342
O  -1.260  -2.606  -0.368
C  -2.487  -3.271  -0.666
H  -0.471  1.224  1.367
H  -0.465  2.524  0.167
H  -1.765  1.328  0.193
H  1.172  0.786  -0.460
H  -0.116  0.810  -1.657
H  -2.743  -3.176  -1.720
H  -3.289  -2.875  -0.042
H  -2.347  -4.325  -0.431
C  -5.016  -0.850  -4.355
C  -4.706  0.260  -3.369
O  -5.868  1.057  -3.093
C  -6.760  0.501  -2.281
O  -6.678  -0.578  -1.761
O  -7.783  1.350  -2.148
C  -8.857  0.837  -1.364
H  -5.463  -0.440  -5.263
H  -4.107  -1.392  -4.618
H  -5.730  -1.560  -3.937
H  -3.971  0.936  -3.802
H  -4.281  -0.129  -2.444
H  -8.507  0.497  -0.391
H  -9.354  0.025  -1.896
H  -9.566  1.649  -1.220
C  -2.615  -5.864  5.774
C  -1.108  -5.809  5.934
O  -0.448  -5.670  4.672
C  -0.499  -4.448  4.138
O  -1.026  -3.487  4.621
O  0.123  -4.489  2.960
C  0.064  -3.257  2.224
H  -2.895  -6.651  5.073
H  -3.096  -6.053  6.734
H  -3.001  -4.925  5.377
H  -0.752  -6.748  6.358
H  -0.803  -5.010  6.612
H  0.428  -2.423  2.821
H  -0.951  -3.073  1.890
H  0.703  -3.366  1.352
C  4.001  -4.607  3.534
C  3.303  -5.552  2.576
O  3.923  -5.540  1.280
C  5.072  -6.200  1.190
O  5.618  -6.808  2.070
O  5.528  -6.065  -0.058
C  6.807  -6.657  -0.270
H  4.053  -3.603  3.109
H  3.469  -4.564  4.485
H  5.025  -4.928  3.728
H  2.277  -5.220  2.427
H  3.261  -6.569  2.970
H  6.813  -7.702  0.033
H  7.572  -6.099  0.271
H  7.016  -6.597  -1.336
C  -0.105  0.302  -9.077
C  -1.442  0.223  -8.368
O  -1.480  -0.860  -7.432
C  -0.819  -0.648  -6.294
O  -0.227  0.350  -5.994
O  -0.923  -1.747  -5.548
C  -0.185  -1.690  -4.325
H  0.137  -0.655  -9.543
H  -0.123  1.078  -9.844
H  0.698  0.532  -8.377
H  -2.229  0.020  -9.095
H  -1.692  1.162  -7.872
H  -0.448  -0.805  -3.748
H  0.885  -1.708  -4.532
H  -0.443  -2.574  -3.747

---

> charge of number 1 (C27H57N8O12P2)?

+1

---

> Which of these has the highest charge?

C27H57N8O12P2

---

> Which value of charge does entry 1 give?

+1